This record from the Open Molecules 2025 dataset describes C19H17FN4O5S in the gas phase at a distorted geometry. The level of theory is ωB97M-V with the def2-TZVPD basis set.

Summary:
- relative energy (zero: lowest compared OMol25 entry of this formula, charge and spin) (kcal/mol) = 8.0
- SMILES = O=C(COC(=O)c1cccnc1Nc1ccccc1F)NCCN1C(=O)CSC1=O
- LUMO energy (eV) = -0.07
- HOMO energy (eV) = -8.00
- electronic energy (eV) = -49730.708
- Kohn-Sham gap (eV) = 7.93

Last column: natural (NBO) charge in e.
Positions of all 47 atoms, in Å:
O -1.664 4.612 1.198  -0.606
C -1.401 3.413 1.166  0.645
C -1.083 2.752 -0.125  -0.166
O -0.221 1.593 -0.001  -0.523
C 0.005 0.840 -1.126  0.801
O -0.298 1.222 -2.248  -0.607
C 0.685 -0.443 -0.971  -0.268
C 1.274 -0.705 0.270  -0.068
C 1.892 -1.938 0.508  -0.319
C 1.906 -2.846 -0.503  0.091
N 1.389 -2.576 -1.719  -0.481
C 0.824 -1.423 -1.968  0.430
N 0.208 -1.212 -3.177  -0.595
C 0.061 -2.051 -4.269  0.160
C 0.978 -3.041 -4.642  -0.249
C 0.786 -3.754 -5.865  -0.205
C -0.378 -3.520 -6.640  -0.227
C -1.296 -2.500 -6.277  -0.262
C -1.070 -1.759 -5.085  0.349
F -1.932 -0.764 -4.760  -0.324
N -1.276 2.679 2.345  -0.648
C -1.469 3.231 3.687  -0.228
C -1.602 2.132 4.759  -0.230
N -0.322 1.414 4.962  -0.472
C 0.208 0.523 4.077  0.695
O -0.389 -0.066 3.194  -0.596
C 1.664 0.138 4.243  -0.620
S 2.204 1.002 5.732  0.280
C 0.667 1.841 5.821  0.508
O 0.446 2.716 6.636  -0.571
H -0.648 3.500 -0.842  0.239
H -2.052 2.446 -0.542  0.222
H 1.252 0.087 1.048  0.230
H 2.424 -2.103 1.431  0.215
H 2.418 -3.759 -0.329  0.195
H -0.388 -0.399 -3.178  0.439
H 1.857 -3.257 -4.056  0.244
H 1.508 -4.557 -6.085  0.218
H -0.612 -4.107 -7.485  0.214
H -2.159 -2.264 -6.856  0.226
H -1.020 1.686 2.242  0.428
H -2.384 3.844 3.650  0.230
H -0.657 3.917 3.962  0.209
H -2.343 1.386 4.377  0.235
H -1.983 2.505 5.720  0.256
H 1.773 -0.918 4.351  0.257
H 2.216 0.482 3.374  0.251

***

This record from the Open Molecules 2025 dataset describes C19H17FN4O9Pt as an isolated structure. The level of theory is ωB97M-V with the def2-TZVPD basis set.

Summary:
- relative energy (zero: lowest compared OMol25 entry of this formula, charge and spin) (kcal/mol) = 23.8
- LUMO energy (eV) = 4.74
- HOMO energy (eV) = -1.52
- electronic energy (eV) = -50330.961
- Kohn-Sham gap (eV) = 6.26
- net charge = -2

Last column: natural (NBO) charge in e.
Positions of all 51 atoms, in Å:
Pt 0.574 1.110 -0.811  1.580
C -1.255 4.736 0.468  -0.660
C -0.405 3.513 0.701  0.442
O 0.248 3.118 -0.342  -0.729
C -0.333 2.934 1.930  -0.454
C 0.453 1.759 2.203  0.290
C 0.918 1.545 3.615  -0.653
N 0.748 0.874 1.308  -0.284
N 1.602 -0.132 1.707  -0.516
C 1.356 -1.333 1.189  0.551
O 0.454 -1.731 0.428  -0.721
C 2.408 -2.349 1.609  0.011
C 3.443 -2.050 2.492  -0.217
C 4.375 -3.017 2.840  -0.240
C 4.294 -4.297 2.302  -0.248
C 3.269 -4.598 1.415  -0.235
C 2.333 -3.630 1.075  -0.222
H -1.998 4.506 -0.299  0.219
H -1.762 5.060 1.377  0.193
H -0.632 5.548 0.087  0.207
H -0.901 3.352 2.750  0.191
H 0.457 2.275 4.282  0.190
H 0.706 0.530 3.950  0.233
H 2.004 1.660 3.645  0.226
H 3.500 -1.043 2.882  0.236
H 5.178 -2.770 3.527  0.189
H 5.029 -5.049 2.567  0.186
H 3.203 -5.591 0.982  0.190
H 1.523 -3.831 0.385  0.240
O 3.056 2.096 -2.794  -0.670
C 3.339 1.694 -1.682  0.663
O 2.585 1.355 -0.694  -0.709
H 4.404 1.520 -1.407  0.042
F -1.345 -1.637 -4.820  -0.304
C -2.388 -1.150 -4.132  0.192
C -2.369 -1.078 -2.794  0.045
N -3.451 -0.625 -2.071  -0.402
C -3.360 -0.564 -0.612  -0.333
C -2.247 0.357 -0.074  0.795
O -2.232 0.571 1.122  -0.658
O -1.436 0.699 -1.004  -0.739
C -4.556 -0.103 -2.692  0.789
O -5.527 0.358 -2.116  -0.663
N -4.518 -0.171 -4.075  -0.628
C -3.526 -0.695 -4.897  0.595
O -3.669 -0.734 -6.106  -0.628
H -1.486 -1.347 -2.227  0.297
H -3.110 -1.561 -0.244  0.221
H -4.330 -0.279 -0.222  0.245
H -5.334 0.195 -4.540  0.415
O 0.715 0.002 -2.187  -0.757

***

This record from the Open Molecules 2025 dataset describes C19H17N3O3 in the gas phase at a distorted geometry. The level of theory is ωB97M-V with the def2-TZVPD basis set.

Summary:
- relative energy (zero: lowest compared OMol25 entry of this formula, charge and spin) (kcal/mol) = 59.1
- SMILES = COc1ccc(CNc2oc(COc3ccccc3)nc2C#N)cc1
- LUMO energy (eV) = 0.60
- HOMO energy (eV) = -8.32
- electronic energy (eV) = -30590.502
- Kohn-Sham gap (eV) = 8.92

Last column: natural (NBO) charge in e.
Positions of all 42 atoms, in Å:
C -1.293 -3.301 -2.176  -0.255
O -1.345 -2.845 -0.846  -0.512
C -0.190 -2.455 -0.242  0.377
C -0.316 -1.978 1.063  -0.273
C 0.788 -1.527 1.750  -0.169
C 2.049 -1.551 1.165  -0.082
C 3.245 -0.961 1.872  -0.232
N 3.880 0.086 1.079  -0.593
C 3.103 0.991 0.439  0.534
O 1.835 1.194 0.832  -0.411
C 1.354 2.157 -0.008  0.451
C -0.069 2.566 0.118  -0.122
O -0.856 1.431 -0.176  -0.507
C -2.214 1.531 -0.062  0.382
C -2.901 2.693 0.266  -0.333
C -4.285 2.671 0.353  -0.186
C -4.990 1.507 0.117  -0.248
C -4.303 0.348 -0.212  -0.178
C -2.927 0.356 -0.302  -0.291
N 2.218 2.574 -0.861  -0.380
C 3.367 1.857 -0.613  -0.178
C 4.563 1.977 -1.322  0.266
N 5.567 2.020 -1.878  -0.320
C 2.173 -2.047 -0.125  -0.183
C 1.070 -2.496 -0.829  -0.320
H -2.321 -3.532 -2.449  0.202
H -0.905 -2.530 -2.849  0.180
H -0.683 -4.206 -2.268  0.177
H -1.298 -1.952 1.509  0.227
H 0.671 -1.139 2.751  0.212
H 2.926 -0.523 2.823  0.206
H 4.002 -1.721 2.076  0.221
H 4.733 -0.145 0.593  0.413
H -0.255 3.382 -0.591  0.214
H -0.266 2.912 1.144  0.194
H -2.377 3.618 0.450  0.217
H -4.809 3.580 0.608  0.214
H -6.067 1.500 0.188  0.213
H -4.843 -0.568 -0.399  0.213
H -2.379 -0.538 -0.554  0.229
H 3.143 -2.073 -0.601  0.209
H 1.206 -2.863 -1.834  0.222

***

This record from the Open Molecules 2025 dataset describes an isolated ion of composition C19H17N4O2 and charge -1 at a distorted geometry. The level of theory is ωB97M-V with the def2-TZVPD basis set.

Summary:
- relative energy (zero: lowest compared OMol25 entry of this formula, charge and spin) (kcal/mol) = 0.0
- LUMO energy (eV) = 2.53
- HOMO energy (eV) = -3.21
- electronic energy (eV) = -30030.871
- Kohn-Sham gap (eV) = 5.74
- net charge = -1

Last column: natural (NBO) charge in e.
Positions of all 42 atoms, in Å:
C -4.539 0.153 1.433  -0.394
N -3.482 1.066 1.812  -0.439
C -3.932 2.363 2.280  -0.402
C -2.165 0.824 1.495  0.184
C -1.297 1.879 1.129  -0.298
C 0.006 1.605 0.727  -0.108
C 0.531 0.320 0.872  -0.085
C 1.977 -0.011 0.539  -0.155
C 2.983 1.003 1.041  -0.580
C 4.322 0.584 1.178  0.321
N 5.383 0.304 1.606  -0.477
C 2.663 2.191 1.707  0.315
N 2.397 3.224 2.209  -0.521
C -0.310 -0.729 1.273  -0.169
C -1.650 -0.502 1.525  -0.281
H -4.129 -0.804 1.100  0.214
H -5.207 -0.019 2.286  0.181
H -5.154 0.572 0.619  0.173
H -3.126 2.866 2.826  0.218
H -4.271 3.014 1.458  0.171
H -4.780 2.215 2.963  0.190
H -1.647 2.910 1.134  0.209
H 0.614 2.418 0.328  0.229
H 2.236 -1.002 0.962  0.199
H 0.133 -1.723 1.378  0.210
H -2.289 -1.338 1.806  0.202
C 2.196 -0.081 -0.980  -0.124
N 3.690 -0.334 -1.230  0.511
O 4.463 0.643 -1.030  -0.332
O 4.049 -1.420 -1.705  -0.392
C 1.457 -1.093 -1.799  -0.070
C 1.746 -2.463 -1.752  -0.159
C 1.188 -3.323 -2.709  -0.229
C 0.319 -2.811 -3.686  -0.228
C -0.073 -1.467 -3.639  -0.233
C 0.473 -0.619 -2.667  -0.147
H 1.984 0.931 -1.371  0.239
H 2.405 -2.879 -0.980  0.230
H 1.479 -4.378 -2.698  0.208
H -0.046 -3.464 -4.482  0.204
H -0.773 -1.057 -4.370  0.205
H 0.176 0.431 -2.585  0.207

***

This record from the Open Molecules 2025 dataset describes C19H17N5O3Pt as an isolated structure at a distorted geometry. The level of theory is ωB97M-V with the def2-TZVPD basis set.

Summary:
- LUMO energy (spin up / spin down) (eV) = -6.89 / -10.99
- multiplicity = 5
- <S²> = 6.056
- HOMO energy (spin up / spin down) (eV) = -12.81 / -14.10
- electronic energy (eV) = -36798.851
- Kohn-Sham gap (spin up / spin down) (eV) = 5.92 / 3.10
- net charge = +2

Last column: Mulliken spin population.
Positions of all 45 atoms, in Å:
Pt 0.017 0.024 -0.094  0.716
C 3.691 -0.159 1.883  0.000
C 2.616 0.144 0.920  0.321
N 1.295 0.212 1.357  0.313
N 0.874 -0.139 2.522  0.186
C -0.450 -0.353 2.599  0.191
O -1.175 -0.291 1.532  0.201
C -1.044 -0.673 3.879  0.107
C -2.444 -0.787 3.961  0.197
C -3.043 -1.098 5.168  0.152
C -2.268 -1.358 6.294  0.105
C -0.881 -1.259 6.216  0.259
C -0.267 -0.934 5.018  0.212
C 2.765 0.315 -0.464  0.129
C 4.010 0.374 -1.152  0.178
C 4.032 0.595 -2.507  -0.032
C 2.829 0.782 -3.209  0.192
C 1.637 0.685 -2.517  -0.003
N 1.594 0.440 -1.213  0.133
H 3.267 -0.370 2.863  0.007
H 4.390 0.676 1.978  0.023
H 4.261 -1.025 1.540  0.018
H -3.028 -0.629 3.065  -0.012
H -4.121 -1.115 5.239  0.004
H -2.739 -1.615 7.230  0.010
H -0.285 -1.433 7.101  -0.007
H 0.812 -0.919 4.946  0.018
H 4.920 0.253 -0.587  0.014
H 4.970 0.625 -3.038  0.001
H 2.823 0.977 -4.268  0.005
H 0.680 0.783 -3.019  0.008
C 1.096 -5.801 -0.228  0.004
N 0.430 -4.589 -0.619  0.016
C -0.558 -4.556 -1.514  -0.004
C -1.179 -3.398 -1.906  0.012
C -0.723 -2.175 -1.322  -0.013
O -1.168 -1.021 -1.559  0.005
N 0.290 -2.265 -0.440  0.324
C 0.901 -3.387 -0.008  0.007
O 1.775 -3.410 0.817  -0.003
H 0.689 -6.647 -0.779  0.001
H 0.985 -5.963 0.848  0.000
H 2.171 -5.713 -0.414  0.000
H -0.870 -5.505 -1.927  0.000
H -1.982 -3.394 -2.622  0.005